Entry 1:
{"formula": "C14H42BeNO17", "method": "ωB97M-V/def2-TZVPD", "elements": ["Be", "N", "O", "O", "O", "C", "C", "O", "O", "H", "H", "H", "H", "H", "H", "C", "C", "O", "O", "H", "H", "H", "H", "H", "H", "C", "C", "O", "O", "H", "H", "H", "H", "H", "H", "C", "C", "O", "O", "H", "H", "H", "H", "H", "H", "C", "C", "O", "O", "H", "H", "H", "H", "H", "H", "C", "C", "O", "O", "H", "H", "H", "H", "H", "H", "C", "C", "O", "O", "H", "H", "H", "H", "H", "H"], "xyz": [[4.441, -2.428, 6.015], [-0.330, -1.448, 1.405], [-0.219, -1.722, 0.211], [-1.332, -1.048, 1.888], [0.589, -1.736, 2.144], [8.326, -4.374, 2.050], [6.884, -4.924, 1.619], [6.219, -5.202, 2.858], [8.371, -3.332, 3.077], [8.921, -3.967, 1.231], [8.903, -5.207, 2.453], [7.061, -5.838, 1.053], [6.275, -4.269, 0.997], [5.538, -5.865, 2.725], [9.312, -3.205, 3.222], [-1.553, 7.079, 3.018], [-1.043, 8.224, 3.846], [-0.347, 7.626, 5.003], [-0.676, 5.917, 2.761], [-1.988, 7.545, 2.133], [-2.297, 6.715, 3.726], [-1.889, 8.721, 4.322], [-0.299, 8.883, 3.399], [0.338, 7.065, 4.634], [-0.937, 5.337, 2.042], [2.790, -6.629, -4.836], [1.291, -6.670, -5.031], [1.165, -5.922, -6.255], [3.450, -7.588, -5.670], [3.217, -7.001, -3.905], [3.238, -5.648, -4.995], [0.934, -6.288, -4.075], [0.907, -7.683, -5.153], [1.074, -4.981, -6.088], [3.043, -7.677, -6.535], [1.567, 0.730, 9.589], [2.773, 0.195, 10.290], [3.871, 0.484, 9.366], [1.375, -0.063, 8.388], [1.883, 1.734, 9.306], [0.733, 0.810, 10.287], [2.747, -0.893, 10.350], [2.973, 0.664, 11.253], [4.641, 0.722, 9.886], [0.628, 0.303, 7.910], [2.282, 3.455, -8.450], [1.404, 2.640, -7.503], [1.878, 1.293, -7.318], [2.404, 2.735, -9.675], [3.297, 3.614, -8.085], [1.745, 4.292, -8.895], [0.412, 2.638, -7.956], [1.346, 3.224, -6.585], [1.546, 0.910, -6.502], [1.531, 2.625, -10.058], [-4.249, 4.209, -2.614], [-4.178, 5.328, -3.615], [-4.587, 4.698, -4.821], [-2.978, 3.541, -2.533], [-4.934, 3.395, -2.853], [-4.467, 4.712, -1.672], [-3.347, 6.034, -3.636], [-5.012, 5.988, -3.375], [-5.044, 3.873, -4.639], [-3.193, 2.785, -1.982], [-9.096, -3.248, -0.801], [-8.151, -2.960, 0.386], [-8.876, -2.530, 1.548], [-9.867, -2.090, -1.132], [-9.966, -3.810, -0.461], [-8.590, -3.845, -1.560], [-7.493, -2.109, 0.208], [-7.513, -3.786, 0.698], [-8.434, -2.838, 2.343], [-10.438, -1.922, -0.379]], "lowdin_charge": [0.737, -0.614, 0.220, 0.244, 0.225, -0.189, -0.198, -0.095, -0.101, 0.109, 0.109, 0.112, 0.107, 0.080, 0.074, -0.219, -0.209, -0.097, -0.082, 0.117, 0.113, 0.125, 0.116, 0.062, 0.074, -0.250, -0.213, -0.063, -0.069, 0.116, 0.117, 0.114, 0.126, 0.089, 0.082, -0.238, -0.218, -0.103, -0.077, 0.120, 0.122, 0.115, 0.126, 0.076, 0.080, -0.216, -0.236, -0.053, -0.068, 0.127, 0.125, 0.113, 0.116, 0.080, 0.086, -0.246, -0.223, -0.075, -0.072, 0.122, 0.114, 0.131, 0.108, 0.071, 0.073, -0.212, -0.224, -0.080, -0.063, 0.117, 0.121, 0.113, 0.113, 0.081, 0.083], "e_tot_ev": -51870.4168, "charge": 1, "orbital_gap_ev": 1.12}


Entry 2:
{"formula": "C5H11N3O", "method": "ωB97M-V/def2-TZVPD", "elements": ["C", "C", "C", "C", "C", "N", "N", "N", "O", "H", "H", "H", "H", "H", "H", "H", "H", "H", "H", "H"], "xyz": [[-2.010, 1.418, -0.038], [-3.399, -0.577, -0.054], [-0.683, -0.482, 0.197], [0.306, 1.758, -0.089], [0.611, -1.203, 0.697], [-0.830, 0.816, 0.109], [-3.184, 0.670, -0.094], [1.295, -1.853, -0.418], [-3.770, -1.649, -0.228], [-2.078, 2.477, -0.122], [-1.589, -1.064, 0.283], [1.117, 1.588, 0.702], [0.862, 1.727, -1.149], [-0.064, 2.716, 0.213], [0.711, -2.029, 1.346], [1.230, -0.339, 0.925], [-4.015, 1.252, -0.051], [2.100, -2.423, -0.022], [1.663, -1.086, -0.934], [0.766, -2.472, -1.026]], "nbo_charge": [0.079, 0.932, -0.164, -0.447, -0.252, -0.217, -0.586, -0.659, -0.249, 0.262, 0.178, 0.242, 0.274, 0.256, 0.255, 0.234, 0.509, 0.459, 0.439, 0.456], "e_tot_ev": -11859.8207, "charge": 2, "orbital_gap_ev": [7.70, 7.69]}


Entry 3:
{"formula": "C8H17N4", "method": "ωB97M-V/def2-TZVPD", "elements": ["C", "C", "C", "C", "C", "C", "C", "C", "N", "N", "N", "N", "H", "H", "H", "H", "H", "H", "H", "H", "H", "H", "H", "H", "H", "H", "H", "H", "H"], "xyz": [[-1.288, -1.156, 0.527], [-2.578, -0.800, -0.184], [-0.481, 0.124, 0.447], [-3.702, -1.682, -0.492], [1.303, 0.053, -1.815], [3.257, 1.335, -0.790], [-1.040, 2.381, -0.383], [2.199, 0.732, -1.185], [-2.544, 0.452, -0.486], [-1.311, 1.004, -0.115], [0.639, 0.430, 1.063], [2.573, -1.226, 1.926], [-0.695, -1.980, 0.133], [-4.515, -1.166, -0.823], [-3.483, -2.531, -1.123], [-3.949, -2.162, 0.468], [0.259, 0.414, -2.123], [1.389, -0.258, 1.482], [1.470, -0.966, -2.228], [3.785, 1.125, 0.155], [3.898, 2.151, -1.388], [2.411, -2.153, 2.041], [0.029, 2.448, -0.501], [-1.493, 2.530, -1.361], [-1.331, 3.019, 0.372], [0.756, 1.377, 0.895], [3.243, -1.414, 1.258], [-1.738, -1.409, 1.515], [2.936, -0.672, 2.715]], "nbo_charge": [-0.542, 0.298, 0.556, -0.655, -0.519, -0.485, -0.416, 0.053, -0.232, -0.219, -0.748, -1.049, 0.268, 0.253, 0.251, 0.235, 0.226, 0.451, 0.241, 0.222, 0.262, 0.387, 0.208, 0.252, 0.227, 0.394, 0.385, 0.289, 0.405], "e_tot_ev": -14522.3614, "charge": 1, "orbital_gap_ev": 9.77}


Entry 4:
{"formula": "C40H64F5I2N4O2", "method": "ωB97M-V/def2-TZVPD", "elements": ["C", "C", "O", "O", "C", "C", "C", "C", "C", "C", "C", "C", "C", "N", "N", "C", "C", "C", "C", "C", "F", "F", "C", "F", "F", "F", "C", "C", "I", "C", "C", "I", "C", "C", "C", "C", "C", "C", "C", "H", "H", "H", "H", "H", "H", "H", "H", "H", "H", "H", "H", "H", "H", "H", "H", "H", "H", "H", "H", "H", "H", "H", "H", "H", "H", "H", "H", "H", "H", "H", "H", "H", "H", "C", "C", "N", "C", "C", "C", "C", "H", "H", "H", "H", "H", "H", "H", "H", "H", "H", "H", "H", "H", "H", "H", "C", "C", "N", "C", "C", "C", "C", "H", "H", "H", "H", "H", "H", "H", "H", "H", "H", "H", "H", "H", "H", "H"], "xyz": [[-4.258, 4.245, -6.443], [-4.896, 3.368, -5.415], [-6.049, 3.100, -5.442], [-4.107, 2.909, -4.404], [-3.185, 1.877, -4.792], [-3.725, 0.527, -4.388], [-3.790, 0.344, -2.860], [-3.026, -0.896, -2.360], [-2.572, -0.710, -0.924], [-2.053, -1.979, -0.268], [-1.953, -1.865, 1.263], [-0.540, -2.143, 1.856], [0.095, -0.882, 2.314], [-0.255, -0.443, 3.501], [0.279, 0.700, 3.888], [1.120, 1.489, 3.241], [1.576, 2.733, 3.921], [2.510, 2.471, 5.121], [3.778, 1.637, 4.855], [5.095, 2.370, 5.032], [6.038, 1.721, 4.290], [5.514, 2.340, 6.306], [5.114, 3.842, 4.541], [6.350, 4.205, 4.222], [4.679, 4.657, 5.491], [4.350, 3.982, 3.460], [1.513, 1.071, 1.953], [2.387, 1.899, 1.094], [4.358, 1.213, 0.880], [1.955, 2.977, 0.445], [2.727, 3.845, -0.476], [-0.068, 3.554, 0.679], [1.009, -0.144, 1.506], [1.431, -0.664, 0.179], [1.016, -0.043, -1.006], [1.463, -0.542, -2.234], [2.326, -1.640, -2.285], [2.739, -2.260, -1.102], [2.290, -1.772, 0.127], [-3.493, 4.887, -6.017], [-3.778, 3.629, -7.201], [-5.009, 4.859, -6.918], [-3.005, 1.927, -5.864], [-2.244, 2.078, -4.280], [-4.736, 0.463, -4.789], [-3.159, -0.260, -4.883], [-4.834, 0.267, -2.579], [-3.359, 1.230, -2.393], [-3.695, -1.751, -2.445], [-2.182, -1.049, -3.031], [-1.827, 0.088, -0.915], [-3.413, -0.333, -0.339], [-1.116, -2.319, -0.707], [-2.776, -2.763, -0.492], [-2.262, -0.859, 1.544], [-2.659, -2.528, 1.751], [-0.605, -2.843, 2.683], [0.073, -2.613, 1.099], [-0.004, 0.995, 4.816], [2.024, 3.368, 3.168], [0.707, 3.246, 4.333], [1.915, 1.942, 5.864], [2.738, 3.431, 5.570], [3.789, 1.212, 3.858], [3.782, 0.808, 5.555], [2.206, 3.878, -1.433], [3.721, 3.460, -0.666], [2.794, 4.867, -0.113], [0.367, 0.818, -0.977], [1.160, -0.070, -3.157], [2.689, -2.015, -3.228], [3.415, -3.099, -1.098], [2.604, -2.242, 1.050], [7.432, -2.622, -0.912], [7.692, -1.538, 0.123], [7.822, -2.054, 1.472], [7.789, -1.024, 2.496], [8.917, 0.014, 2.520], [8.827, -3.091, 1.650], [10.275, -2.767, 1.263], [6.568, -3.228, -0.630], [7.228, -2.165, -1.881], [8.289, -3.283, -1.039], [6.840, -0.851, 0.108], [8.569, -0.952, -0.192], [7.735, -1.511, 3.473], [6.841, -0.484, 2.392], [9.849, -0.405, 2.895], [8.644, 0.834, 3.188], [9.102, 0.444, 1.535], [8.510, -3.967, 1.079], [8.796, -3.415, 2.693], [10.340, -2.267, 0.295], [10.847, -3.693, 1.188], [10.771, -2.143, 2.005], [-10.736, -1.951, 0.381], [-9.897, -0.916, -0.354], [-8.565, -1.391, -0.683], [-7.667, -0.336, -1.113], [-7.984, 0.410, -2.416], [-8.509, -2.625, -1.447], [-9.231, -2.669, -2.801], [-10.214, -2.316, 1.266], [-11.676, -1.501, 0.702], [-10.984, -2.804, -0.251], [-9.786, -0.043, 0.295], [-10.453, -0.573, -1.240], [-6.656, -0.754, -1.181], [-7.620, 0.401, -0.304], [-7.775, -0.198, -3.296], [-7.356, 1.301, -2.489], [-9.021, 0.741, -2.463], [-8.911, -3.426, -0.822], [-7.457, -2.886, -1.592], [-10.233, -2.243, -2.745], [-9.337, -3.707, -3.123], [-8.679, -2.147, -3.580]], "lowdin_charge": [0.016, -0.553, 0.151, -0.029, -0.186, -0.163, -0.180, -0.201, -0.227, -0.190, -0.145, -0.103, -0.172, 0.189, 0.119, -0.181, -0.115, -0.130, -0.053, -0.446, 0.090, 0.149, -0.572, 0.193, 0.184, 0.160, -0.219, -0.723, 1.128, -0.765, -0.167, 1.012, -0.024, -0.231, -0.032, -0.045, -0.050, -0.049, -0.057, 0.090, 0.087, 0.090, 0.120, 0.125, 0.117, 0.115, 0.095, 0.109, 0.118, 0.108, 0.093, 0.119, 0.108, 0.114, 0.104, 0.114, 0.126, 0.100, 0.186, 0.094, 0.136, 0.113, 0.118, 0.071, 0.137, 0.082, 0.023, 0.089, 0.083, 0.109, 0.109, 0.108, 0.127, -0.086, -0.278, -0.199, -0.253, -0.075, -0.244, -0.078, 0.073, 0.073, 0.068, 0.078, 0.106, 0.114, 0.070, 0.059, 0.064, 0.069, 0.101, 0.115, 0.068, 0.075, 0.056, -0.090, -0.275, -0.202, -0.257, -0.082, -0.249, -0.080, 0.079, 0.074, 0.065, 0.117, 0.103, 0.095, 0.109, 0.056, 0.069, 0.069, 0.100, 0.110, 0.068, 0.072, 0.054], "e_tot_ev": -82355.9722, "charge": 1, "orbital_gap_ev": 5.08}